{
  "formula": "C15H28Br4ClINO3P",
  "method": "ωB97M-V/def2-TZVPD",
  "e_tot_ha": -12264.1566,
  "e_homo_ev": -8.82,
  "lumo_energy_ev": 0.243,
  "homo_lumo_gap_ev": 9.0596,
  "elements": ["C", "C", "O", "C", "C", "C", "C", "C", "C", "C", "C", "I", "P", "O", "Cl", "N", "C", "O", "H", "H", "H", "H", "H", "H", "H", "H", "H", "H", "H", "H", "H", "H", "H", "H", "H", "H", "H", "H", "Br", "C", "C", "Br", "H", "H", "H", "H", "Br", "C", "C", "Br", "H", "H", "H", "H"],
  "coordinates": [[0.300, 3.727, 0.474], [-0.571, 2.610, 1.031], [-0.178, 1.382, 0.462], [-0.993, 0.295, 0.870], [-1.212, -0.705, -0.252], [0.074, -0.898, -1.097], [-0.009, 0.099, -2.262], [1.114, -0.437, -3.172], [0.853, -0.127, -4.681], [0.457, 1.322, -5.031], [-1.074, 1.575, -4.983], [1.521, 2.849, -3.945], [2.881, -0.311, -2.528], [3.303, -1.885, -2.334], [4.092, 0.309, -4.134], [0.783, -1.895, -3.063], [0.287, -2.233, -1.817], [0.056, -3.303, -1.382], [1.297, 3.353, 0.252], [-0.130, 4.091, -0.459], [0.345, 4.582, 1.144], [-0.442, 2.545, 2.120], [-1.614, 2.867, 0.812], [-1.958, 0.659, 1.233], [-0.481, -0.197, 1.706], [-1.621, -1.647, 0.116], [-1.985, -0.289, -0.902], [0.896, -0.675, -0.410], [-0.886, -0.199, -2.837], [-0.005, 1.150, -2.015], [0.104, -0.834, -5.026], [1.785, -0.333, -5.211], [0.734, 1.467, -6.071], [-1.600, 0.625, -4.911], [-1.291, 2.119, -4.064], [-1.411, 2.173, -5.824], [4.024, -1.952, -1.693], [1.419, -2.542, -3.512], [3.890, 0.988, 4.331], [2.942, -0.707, 4.212], [1.589, -0.540, 3.574], [0.307, 0.247, 4.808], [2.887, -1.110, 5.218], [3.574, -1.347, 3.600], [1.169, -1.509, 3.307], [1.611, 0.098, 2.694], [-3.340, -3.619, 6.676], [-3.231, -1.814, 5.957], [-3.624, -1.772, 4.505], [-2.207, -2.461, 3.364], [-2.217, -1.466, 6.129], [-3.923, -1.225, 6.556], [-3.778, -0.744, 4.181], [-4.514, -2.354, 4.287]],
  "forces_ev_per_a": [[-0.3, -0.1, -0.4], [0.5, 0.6, 0.5], [-0.4, 0.0, -0.6], [0.2, -0.4, 0.5], [0.1, -0.1, -0.5], [-1.7, 1.1, 0.5], [1.6, -1.1, 0.0], [-0.8, -1.8, -2.0], [1.4, 1.0, 0.8], [-0.9, -0.6, -0.7], [0.7, 0.2, 1.1], [-0.1, 0.0, -0.2], [0.7, 1.6, 1.4], [-0.2, 0.0, -0.5], [-0.4, -0.6, 0.0], [0.3, 0.0, 0.2], [0.4, 2.9, -0.3], [-0.3, -2.4, 0.6], [0.1, 0.1, 0.2], [0.1, 0.0, -0.1], [0.1, -0.1, 0.2], [-0.2, 0.0, 0.0], [-0.1, -0.4, 0.1], [0.0, 0.0, 0.1], [-0.2, 0.0, 0.1], [0.2, 0.0, 0.3], [0.0, -0.1, -0.1], [0.4, -0.2, -0.4], [-0.3, 0.4, 0.1], [0.1, 0.1, 0.1], [-0.2, 0.1, 0.0], [-0.1, -0.2, -0.1], [0.4, 0.2, 0.0], [-0.1, 0.0, -0.3], [-0.3, 0.0, -0.1], [0.0, 0.0, -0.1], [-0.1, 0.1, -0.1], [-0.3, -0.2, 0.1], [0.0, 0.0, 0.1], [0.2, 0.1, -0.1], [-0.2, -0.2, 0.1], [0.0, 0.1, 0.0], [-0.1, 0.0, 0.0], [-0.1, 0.0, 0.0], [0.0, 0.0, 0.0], [0.1, 0.0, 0.0], [0.1, 0.0, 0.0], [-0.2, -0.1, 0.2], [0.2, 0.2, -0.1], [-0.1, -0.1, -0.1], [0.0, 0.0, -0.1], [0.0, 0.0, -0.1], [0.0, 0.0, 0.1], [0.0, 0.0, 0.1]],
  "mulliken_charge": [-1.20, -0.31, -0.13, -0.14, -0.87, 0.36, -1.17, 1.20, -1.44, -0.33, -1.15, 0.05, 0.24, -0.53, -0.27, -0.31, -0.15, -0.63, 0.28, 0.28, 0.40, 0.28, 0.34, 0.47, -0.24, 0.40, 0.26, 0.42, 0.43, 0.24, 0.50, 0.39, 0.66, 0.34, 0.28, 0.33, 0.36, 0.36, -0.15, -0.67, -0.42, -0.12, 0.41, 0.39, 0.33, 0.24, -0.14, -0.48, -0.57, -0.12, 0.22, 0.37, 0.31, 0.40]
}

=====

{
  "formula": "C39H71NO13",
  "method": "ωB97M-V/def2-TZVPD",
  "e_tot_ha": -2561.2749,
  "relative_energy_ev": 3.7376,
  "e_homo_ev": -9.18,
  "lumo_energy_ev": -0.501,
  "homo_lumo_gap_ev": 8.6811,
  "elements": ["O", "N", "O", "C", "C", "C", "C", "C", "C", "H", "H", "H", "H", "H", "C", "C", "C", "O", "H", "H", "H", "H", "H", "H", "C", "C", "C", "O", "H", "H", "H", "H", "H", "H", "C", "C", "C", "O", "H", "H", "H", "H", "H", "H", "C", "C", "C", "O", "H", "H", "H", "H", "H", "H", "C", "C", "C", "O", "H", "H", "H", "H", "H", "H", "C", "C", "C", "O", "H", "H", "H", "H", "H", "H", "C", "C", "C", "O", "H", "H", "H", "H", "H", "H", "C", "C", "C", "O", "H", "H", "H", "H", "H", "H", "C", "C", "C", "O", "H", "H", "H", "H", "H", "H", "C", "C", "C", "O", "H", "H", "H", "H", "H", "H", "C", "C", "C", "O", "H", "H", "H", "H", "H", "H"],
  "coordinates": [[1.246, -1.470, 2.293], [1.288, -1.534, 1.060], [2.178, -2.102, 0.397], [0.131, -0.880, 0.325], [0.117, -0.834, -1.020], [-0.878, -0.117, -1.685], [-1.970, 0.399, -1.010], [-1.913, 0.452, 0.413], [-0.907, -0.210, 1.058], [0.864, -1.418, -1.538], [-0.772, -0.158, -2.759], [-2.847, 0.687, -1.572], [-2.628, 0.893, 1.092], [-0.880, -0.109, 2.133], [0.802, 6.050, 0.778], [-0.026, 4.737, 0.657], [0.070, 3.671, 1.805], [-0.762, 4.483, -0.275], [0.510, 6.652, 1.638], [0.710, 6.560, -0.181], [1.840, 5.739, 0.900], [-0.737, 3.940, 2.486], [0.984, 3.748, 2.395], [0.000, 2.649, 1.435], [3.335, -0.716, -5.918], [2.848, -0.735, -4.502], [3.687, -0.153, -3.412], [1.829, -1.342, -4.267], [2.612, -0.244, -6.584], [3.554, -1.679, -6.380], [4.316, -0.263, -6.066], [4.662, -0.640, -3.414], [3.158, -0.431, -2.501], [3.804, 0.925, -3.519], [-6.671, -0.262, 3.257], [-5.243, -0.692, 3.203], [-4.844, -1.804, 4.173], [-4.394, -0.159, 2.532], [-6.917, 0.599, 2.636], [-6.825, 0.112, 4.269], [-7.331, -1.043, 2.880], [-5.523, -2.656, 4.207], [-4.732, -1.328, 5.147], [-3.859, -2.225, 3.967], [-2.626, -6.080, -2.648], [-1.431, -5.461, -1.959], [-0.785, -4.259, -2.597], [-0.958, -5.905, -0.906], [-2.332, -6.495, -3.612], [-3.272, -5.229, -2.860], [-3.090, -6.816, -1.992], [-1.618, -3.679, -2.993], [-0.081, -4.637, -3.339], [-0.286, -3.689, -1.813], [-3.003, 0.003, -5.684], [-2.136, -1.201, -6.042], [-0.993, -1.097, -7.035], [-2.330, -2.234, -5.387], [-2.458, 0.712, -5.060], [-3.885, -0.390, -5.177], [-3.467, 0.578, -6.486], [-1.357, -0.772, -8.010], [-0.563, -2.090, -7.169], [-0.278, -0.391, -6.612], [4.510, 0.637, 5.451], [4.198, 0.570, 3.981], [4.259, -0.814, 3.293], [3.799, 1.542, 3.285], [4.106, 1.534, 5.919], [5.565, 0.518, 5.700], [3.941, -0.160, 5.928], [3.775, -0.657, 2.329], [3.656, -1.605, 3.740], [5.277, -1.135, 3.074], [8.527, -2.035, -0.649], [7.188, -1.868, 0.078], [5.981, -1.799, -0.749], [7.150, -2.094, 1.287], [8.842, -1.102, -1.118], [8.436, -2.922, -1.276], [9.446, -2.236, -0.098], [5.051, -2.009, -0.221], [6.069, -2.624, -1.457], [5.740, -0.854, -1.236], [4.210, 3.607, 0.414], [3.325, 2.572, -0.350], [2.442, 1.650, 0.503], [3.285, 2.562, -1.575], [5.092, 3.090, 0.793], [3.718, 3.941, 1.328], [4.663, 4.464, -0.083], [2.242, 1.932, 1.537], [2.983, 0.711, 0.622], [1.530, 1.446, -0.058], [-5.455, 3.209, -1.907], [-4.872, 2.473, -0.705], [-3.996, 3.383, 0.155], [-5.060, 1.266, -0.460], [-5.754, 2.597, -2.758], [-4.815, 4.020, -2.256], [-6.307, 3.675, -1.412], [-4.331, 4.420, 0.183], [-2.969, 3.310, -0.205], [-4.140, 2.894, 1.118], [-3.611, -3.778, 1.349], [-4.884, -3.209, 0.739], [-4.726, -2.278, -0.402], [-6.074, -3.485, 1.242], [-3.491, -4.785, 0.949], [-3.525, -3.927, 2.426], [-2.753, -3.229, 0.962], [-5.735, -2.108, -0.778], [-4.287, -2.756, -1.277], [-4.307, -1.291, -0.203], [1.181, 3.575, 5.442], [0.052, 2.591, 5.232], [0.257, 1.313, 4.446], [-1.113, 2.916, 5.571], [1.361, 3.915, 6.462], [0.760, 4.348, 4.799], [2.062, 3.090, 5.022], [1.072, 1.483, 3.742], [-0.727, 1.176, 3.997], [0.247, 0.368, 4.988]],
  "forces_ev_per_a": [[0.4, -0.1, -1.6], [-0.2, -0.5, -0.1], [-1.6, 1.2, 1.3], [-0.7, 0.7, 2.2], [0.6, -0.3, -0.6], [-0.1, -1.0, -0.2], [0.5, 0.1, 0.7], [-0.2, -0.7, -0.9], [1.9, -0.4, 0.1], [0.2, 0.3, -0.4], [-0.5, 0.2, -0.2], [0.0, 0.5, 0.1], [-0.5, 0.1, -0.6], [0.2, -0.4, 0.0], [-0.5, -1.5, -0.6], [0.0, -0.9, 0.6], [0.4, 1.3, -0.4], [0.6, 0.6, 0.4], [-0.1, 0.0, -0.1], [-0.1, 0.3, 0.3], [0.1, 0.1, 0.1], [-0.3, -0.3, 0.1], [0.2, 0.2, -0.1], [-0.4, 0.3, -0.1], [1.1, 0.4, -1.2], [0.3, -1.1, -0.5], [-0.4, -0.3, 0.2], [-0.6, 0.2, 0.3], [0.0, 0.1, 0.1], [-0.7, -0.6, 0.6], [-0.1, 0.7, 0.3], [0.1, 0.1, -0.1], [0.2, 0.4, 0.2], [0.0, 0.0, 0.1], [-0.3, 0.9, -0.5], [0.7, -0.7, 0.3], [0.3, -0.1, -0.1], [0.1, 0.3, -0.3], [0.6, 0.0, -0.3], [-0.6, -0.7, 0.3], [-0.1, -0.3, 0.8], [-0.3, 0.3, 0.1], [-0.4, -0.1, 0.3], [0.0, 0.3, -0.4], [0.4, 0.6, 0.4], [1.5, -1.0, 1.9], [-0.9, -0.3, 0.6], [-1.1, 0.4, -1.5], [0.0, -0.1, 0.0], [-0.5, -0.2, -0.1], [0.0, 0.0, -0.2], [0.5, 0.3, -0.7], [-0.1, 0.4, -0.2], [0.2, -0.1, -0.2], [-0.7, -0.2, -0.3], [-0.4, -1.4, 1.5], [-0.8, -0.4, 0.2], [0.4, 1.6, -1.4], [0.1, -0.1, 0.1], [0.3, 0.0, 0.5], [0.6, 0.0, -0.5], [0.0, 0.4, 0.1], [0.2, 0.2, 0.2], [0.2, 0.0, -0.2], [-0.8, 0.3, 0.3], [-1.2, 0.9, -2.3], [-0.4, 1.1, -0.6], [1.2, -2.1, 2.4], [0.3, 0.3, -0.3], [0.0, -0.1, -0.2], [0.3, -0.4, 0.0], [0.2, 0.0, -0.1], [0.3, 0.1, 0.6], [0.1, -0.1, 0.3], [0.4, 0.5, 0.1], [1.8, -1.6, 2.6], [-1.7, 0.0, -0.5], [-0.3, 0.8, -1.2], [-0.5, -0.2, -1.0], [-0.1, 0.5, -0.7], [-0.6, -0.2, 1.1], [0.3, -0.1, 0.6], [0.0, 0.3, -0.5], [0.7, 0.0, -0.4], [0.1, -0.9, 0.4], [0.0, 1.6, -0.5], [0.5, -0.1, -0.5], [0.1, -0.3, 1.6], [0.0, -0.5, 0.1], [-0.2, 0.0, -0.1], [-0.7, -0.1, -0.7], [0.1, 0.5, -0.3], [0.1, -0.2, -0.2], [0.0, 0.0, 0.0], [0.0, -0.4, 0.5], [0.4, -1.5, -0.8], [-1.1, -1.4, 0.4], [0.4, 3.0, -0.6], [-0.2, -0.2, 0.3], [0.1, -0.1, 0.2], [-0.5, 0.2, -0.5], [0.0, -0.1, -0.2], [0.1, 0.1, 0.1], [0.7, 0.4, 0.4], [0.0, -0.3, -0.8], [-4.3, -1.1, 3.8], [-1.7, -0.1, -1.2], [5.6, 1.2, -2.4], [0.0, -0.2, -0.2], [-0.5, 0.4, -0.1], [0.0, 0.1, 0.2], [-0.2, 0.3, 0.2], [0.8, -0.1, 0.2], [0.4, -0.3, 0.3], [-0.3, -1.2, -0.7], [-3.3, 0.4, 1.8], [-1.0, 0.6, 0.0], [2.8, -0.8, -0.7], [-0.4, -0.1, -0.1], [0.8, 0.7, 0.1], [0.3, 0.6, 0.0], [0.0, -0.7, -0.1], [0.1, 0.3, -0.8], [1.0, 0.2, 0.5]],
  "mulliken_charge": [-0.61, 1.23, -0.63, -0.91, 0.38, -1.91, -0.24, 0.14, -0.11, 0.86, 0.43, 0.42, 0.55, 0.33, -1.18, 0.51, -0.02, -0.54, 0.34, 0.35, 0.24, 0.70, 0.09, -0.51, -1.17, 0.56, -0.54, -0.46, 0.26, 0.35, 0.34, 0.34, -0.02, 0.36, -1.29, 0.95, -1.24, -0.46, 0.27, 0.38, 0.34, 0.36, 0.46, 0.18, -1.17, 0.74, -0.43, -0.61, 0.37, 0.29, 0.32, 0.15, 0.39, -0.04, -1.05, 0.78, -0.96, -0.54, 0.24, 0.29, 0.42, 0.41, 0.29, 0.13, -1.37, 0.79, -0.37, -0.50, 0.32, 0.37, 0.38, -0.34, 0.37, 0.38, -1.24, 0.78, -0.75, -0.55, 0.33, 0.31, 0.35, 0.20, 0.37, 0.20, -1.11, 0.49, 1.22, -0.59, 0.30, 0.17, 0.38, -0.84, -0.06, -0.05, -1.40, 0.79, -0.72, -0.50, 0.34, 0.36, 0.39, 0.51, 0.13, 0.16, -0.82, 0.88, -0.70, -0.68, 0.38, 0.35, -0.07, 0.38, 0.28, -0.01, -0.71, 0.38, -0.12, -0.64, 0.39, 0.19, 0.08, -0.26, 0.06, 0.66]
}